[1]
This record from OMol25 describes a structure of composition C19H29BN2O2Pd. The level of theory is ωB97M-V/def2-TZVPD.

Properties
- ΔE to the lowest compared entry with this formula, charge and spin (kcal/mol) = 0.00
- Kohn-Sham gap (alpha / beta) (eV) = 5.193 / 7.060
- HOMO energy (alpha / beta) (eV) = -4.59 / -8.21
- M (g/mol) = 434.68
- 2S+1 = 3
- <S²> = 2.022

Each line ends with the natural charge from an NBO analysis.
Cartesian coordinates (Å):
C 2.00097 -1.70759 3.34791  -0.6082
C 1.29569 -3.05865 3.41520  -0.6039
H 3.04039 -1.83874 3.03800  0.2072
H 2.03660 -1.26376 4.34415  0.2092
H 1.51985 -0.99210 2.67240  0.1907
H 1.11487 -3.46476 2.42770  0.1978
H 1.90022 -3.79423 3.94274  0.2061
H 0.35328 -2.98632 3.96057  0.2067
C 2.51913 0.67498 -1.39034  0.0880
C 3.01409 1.27329 -2.55944  -0.3278
C 2.63220 0.74551 -3.79045  -0.1886
C 1.74357 -0.30933 -3.80657  -0.2226
H 2.81597 1.06093 -0.41526  0.1968
H 3.67569 2.12333 -2.48608  0.2142
H 3.01786 1.14964 -4.72499  0.2142
H 1.40686 -0.75217 -4.73329  0.2064
N 1.66219 -0.35401 -1.42626  -0.5614
C 1.24996 -0.85742 -2.60624  0.1181
C 0.25253 -1.93935 -2.59954  0.0866
N -0.22050 -2.35993 -1.40067  -0.5536
C -1.17165 -3.30446 -1.34024  0.0714
C -1.18350 -3.53359 -3.72767  -0.2107
C -1.67134 -3.93085 -2.48807  -0.3282
H -1.54465 -3.55266 -0.34767  0.2019
H -2.42807 -4.70240 -2.38590  0.2175
C -0.24367 -2.51915 -3.77980  -0.2042
H 0.13626 -2.15126 -4.73021  0.2088
H -1.53009 -3.99976 -4.64820  0.2142
Pd 0.54343 -1.28543 0.34344  0.7242
C -0.70235 -2.11362 1.59014  -0.8454
H -0.44324 -3.18262 1.68076  0.1939
H -1.75101 -1.98135 1.30383  0.2066
H -0.46955 -1.55253 2.51168  0.2100
C -1.82550 2.76208 2.73806  -0.6214
C -1.61503 2.08831 1.40234  0.2289
C -2.95503 1.97437 0.67810  -0.6334
O -1.12221 0.76353 1.70220  -0.7596
B -0.19824 0.47084 0.71700  0.9999
O 0.11064 1.55060 -0.10431  -0.7591
C -0.49561 2.70619 0.50640  0.2484
C -0.94312 3.62028 -0.61342  -0.6282
C 0.58021 3.44300 1.29666  -0.6378
H -0.90452 2.77077 3.33033  0.2196
H -2.57609 2.20047 3.29954  0.2231
H -2.19681 3.78327 2.60545  0.2106
H -3.60539 1.29758 1.24366  0.2253
H -3.43244 2.96282 0.63633  0.2154
H -2.83260 1.57875 -0.34011  0.2196
H -1.30440 4.57279 -0.19921  0.2092
H -0.08777 3.82573 -1.26735  0.2291
H -1.74800 3.19186 -1.22305  0.2207
H 0.90172 2.88691 2.18479  0.2140
H 1.45320 3.56279 0.64490  0.2239
H 0.22502 4.44741 1.57006  0.2158

***

[2]
This record from OMol25 describes the molecule C19H29FN2O5S. The level of theory is ωB97M-V/def2-TZVPD.

Properties
- ΔE to the lowest compared entry with this formula, charge and spin (kcal/mol) = 20.97
- structure (SMILES) = O=C(NC[C@H]1C[C@@H]2CC[C@H]1N2C(=O)[C@H]1CCS(=O)(=O)C1)[C@@H](F)C1CCOCC1
- Kohn-Sham gap (eV) = 10.093
- HOMO energy (eV) = -9.72
- M (g/mol) = 416.52

Each line ends with the natural charge from an NBO analysis.
Cartesian coordinates (Å):
O 2.05450 -0.22214 0.63884  -0.6199
C 1.16641 0.13851 -0.13201  0.6345
N -0.12458 -0.15876 0.09686  -0.6044
C -0.60247 -0.91097 1.25866  -0.2198
C -0.94650 0.00780 2.45330  -0.2245
C -2.14232 0.96024 2.19263  -0.4179
C -3.13102 0.61907 3.32269  -0.0362
C -2.60672 1.08131 4.69491  -0.4133
C -1.42383 0.12785 4.96060  -0.4114
C -1.40400 -0.77335 3.70931  -0.0362
N -2.83463 -0.79573 3.44905  -0.4578
C -3.70784 -1.81792 3.30880  0.6994
O -4.88167 -1.61529 3.00257  -0.6546
C -3.22862 -3.28081 3.51256  -0.3060
C -4.25655 -4.10226 4.35138  -0.4043
C -5.16327 -4.91268 3.40882  -0.6384
S -3.99370 -5.53748 2.12767  2.1112
O -3.18894 -6.61387 2.70479  -0.9342
O -4.67039 -5.69118 0.84108  -0.9212
C -2.98992 -3.98105 2.13082  -0.6463
C 1.50331 0.94568 -1.40824  0.1616
F 1.99551 2.13684 -1.04877  -0.3350
C 2.46645 0.20466 -2.38100  -0.2453
C 1.89733 -1.11627 -2.95915  -0.4304
C 2.89053 -1.77741 -3.93422  -0.0591
O 3.20414 -0.85310 -4.97439  -0.5368
C 3.84994 0.33675 -4.52395  -0.0609
C 2.90267 1.09120 -3.57232  -0.4277
H -0.81718 0.17718 -0.55163  0.3988
H -1.48696 -1.47735 0.96143  0.1987
H 0.13562 -1.65888 1.56433  0.2284
H -0.04924 0.58323 2.69438  0.2241
H -1.84615 2.00998 2.21787  0.2192
H -2.60716 0.78071 1.22186  0.2087
H -4.17474 0.87557 3.11791  0.2528
H -2.30754 2.13044 4.68666  0.2128
H -3.37855 0.96567 5.45822  0.2195
H -0.48110 0.66004 5.09742  0.2150
H -1.59970 -0.46284 5.86148  0.2158
H -0.88442 -1.72124 3.85747  0.2287
H -2.30000 -3.25430 4.07914  0.2218
H -3.71248 -4.79151 5.00276  0.2247
H -4.84743 -3.47871 5.02882  0.2397
H -5.71916 -5.75185 3.81789  0.2518
H -5.84825 -4.24436 2.88881  0.2539
H -3.45696 -3.41463 1.32500  0.2481
H -1.97681 -4.22892 1.82857  0.2519
H 0.58005 1.17935 -1.93648  0.1433
H 3.37730 -0.04883 -1.83099  0.2196
H 1.63576 -1.81042 -2.15953  0.2132
H 0.96152 -0.91947 -3.48420  0.2014
H 3.79753 -2.09984 -3.41844  0.1645
H 2.44945 -2.67040 -4.37892  0.1969
H 4.79719 0.10030 -4.03490  0.1630
H 4.09079 0.95595 -5.38907  0.1968
H 2.02614 1.42575 -4.12895  0.2009
H 3.37501 2.00672 -3.21297  0.2212

***

[3]
This record from OMol25 describes the molecule C19H29FN2O5S. The level of theory is ωB97M-V/def2-TZVPD.

Properties
- ΔE to the lowest compared entry with this formula, charge and spin (kcal/mol) = 9.59
- structure (SMILES) = O=C(NC[C@H]1C[C@@H]2CC[C@H]1N2C(=O)[C@H]1CCS(=O)(=O)C1)[C@@H](F)C1CCOCC1
- Kohn-Sham gap (eV) = 9.955
- HOMO energy (eV) = -9.60
- M (g/mol) = 416.52

Each line ends with the natural charge from an NBO analysis.
Cartesian coordinates (Å):
O -1.91413 0.28425 -2.00518  -0.6420
C -2.14216 -0.69533 -1.31321  0.6445
N -1.22027 -1.37412 -0.60417  -0.6022
C 0.20442 -1.12311 -0.45350  -0.2033
C 0.80883 -0.07112 -1.37509  -0.2286
C 0.51561 1.38434 -0.93481  -0.4105
C 1.91984 1.97244 -0.70343  -0.0428
C 2.61887 2.17175 -2.06202  -0.4158
C 2.91036 0.71742 -2.50843  -0.4018
C 2.35213 -0.11604 -1.33712  -0.0335
N 2.62649 0.78704 -0.21718  -0.4541
C 3.29327 0.65509 0.94180  0.6995
O 3.35800 1.55757 1.76766  -0.6547
C 3.98634 -0.66921 1.23977  -0.3131
C 5.44761 -0.41787 1.68545  -0.4014
C 5.51719 -0.42094 3.20287  -0.6601
S 4.43571 -1.79879 3.64919  2.1576
O 5.09350 -3.04370 3.31096  -0.9449
O 3.84846 -1.59978 4.95405  -0.9291
C 3.22227 -1.40577 2.35091  -0.6616
C -3.56846 -1.23026 -1.20945  0.1456
F -3.57456 -2.48102 -0.56673  -0.3745
C -4.49589 -0.25993 -0.48666  -0.2477
C -4.79724 0.99683 -1.30232  -0.4340
C -5.77366 1.89360 -0.55274  -0.0636
O -6.96747 1.19965 -0.25280  -0.5282
C -6.73702 0.08365 0.57983  -0.0632
C -5.82224 -0.92165 -0.10700  -0.4265
H -1.58607 -2.17016 -0.10422  0.4143
H 0.40028 -0.84778 0.58862  0.1931
H 0.71524 -2.07671 -0.62019  0.1948
H 0.45828 -0.25089 -2.39185  0.2341
H -0.04954 1.93368 -1.68624  0.2373
H -0.06673 1.41621 -0.01314  0.2143
H 1.96019 2.82033 -0.03190  0.2470
H 1.99157 2.71456 -2.76992  0.2151
H 3.54080 2.73761 -1.93360  0.2166
H 2.43884 0.46361 -3.45926  0.2134
H 3.98140 0.54880 -2.61477  0.2126
H 2.76857 -1.11610 -1.27070  0.2195
H 4.01185 -1.28602 0.34341  0.2208
H 6.07904 -1.21749 1.29420  0.2255
H 5.84649 0.51083 1.28036  0.2365
H 6.49198 -0.57845 3.65609  0.2530
H 5.04972 0.47262 3.61785  0.2586
H 2.53208 -0.73513 2.86568  0.2557
H 2.69634 -2.31818 2.08322  0.2505
H -3.92251 -1.39266 -2.23313  0.1901
H -4.01320 0.05746 0.44755  0.2018
H -3.88187 1.54176 -1.54172  0.2426
H -5.23721 0.71906 -2.26508  0.2049
H -5.31756 2.28041 0.36878  0.1578
H -6.04389 2.75212 -1.16433  0.1969
H -6.30903 0.40657 1.53867  0.1580
H -7.70439 -0.36720 0.79264  0.1964
H -6.32060 -1.30425 -1.00354  0.2059
H -5.65586 -1.78955 0.53584  0.2229